(1)
Entry from the Open Molecules 2025 dataset: a cluster of 17 separate species, C19H72N14O17 in total (ωB97M-V with the def2-TZVPD basis set).

```
! RIJCOSX wB97M-V def2-TZVPD def2/J DEFGRID3
* xyz 0 1
C -4.007 1.883 3.623
C -2.649 2.544 3.704
O -1.888 2.074 2.620
H -4.597 2.092 4.507
H -3.801 0.834 3.502
H -4.575 2.171 2.754
H -2.108 2.212 4.570
H -2.653 3.645 3.659
H -2.096 2.484 1.764
C 0.504 1.218 0.292
C -0.053 -0.086 -0.135
O 0.325 -1.222 0.582
H 0.075 1.590 1.201
H 0.259 1.988 -0.411
H 1.606 1.301 0.297
H 0.478 -0.256 -1.111
H -1.107 0.063 -0.371
H 1.246 -1.362 0.628
C 5.241 0.686 0.716
O 6.326 0.610 -0.140
N 4.276 1.505 0.447
N 5.002 -0.109 1.718
H 4.391 2.267 -0.254
H 3.494 1.493 1.076
H 5.657 -0.855 1.955
H 4.381 0.342 2.455
C 1.621 0.841 -3.777
O 1.507 1.414 -2.545
N 2.792 0.606 -4.299
N 0.598 0.433 -4.524
H 3.608 0.820 -3.678
H 3.048 0.519 -5.303
H -0.337 0.458 -4.096
H 0.656 -0.063 -5.383
C -3.584 -0.688 0.268
O -3.446 0.693 0.403
N -3.122 -1.498 1.131
N -4.034 -1.270 -0.803
H -2.453 -0.984 1.837
H -3.278 -2.533 1.180
H -4.326 -0.568 -1.575
H -4.379 -2.247 -0.850
C -3.230 4.265 0.694
O -4.593 4.471 0.928
N -2.341 5.195 0.943
N -2.679 3.147 0.294
H -2.835 6.097 1.026
H -1.420 5.209 0.539
H -3.291 2.309 0.081
H -1.782 3.118 -0.164
C -1.405 -1.365 3.710
O -2.073 -1.045 4.855
N -1.146 -0.520 2.748
N -1.119 -2.578 3.375
H -1.556 0.442 2.800
H -0.457 -0.593 1.939
H -1.745 -3.300 3.813
H -0.617 -2.780 2.554
C -2.187 1.385 -3.288
O -1.901 2.013 -2.076
N -2.702 2.065 -4.271
N -1.990 0.119 -3.668
H -3.062 3.007 -4.112
H -2.748 1.742 -5.236
H -1.764 -0.640 -3.050
H -2.290 -0.192 -4.605
C -2.130 -3.100 -2.693
O -3.432 -3.038 -3.099
N -1.701 -2.128 -1.960
N -1.347 -4.096 -2.845
H -2.514 -1.701 -1.489
H -0.883 -2.133 -1.414
H -1.705 -4.929 -3.377
H -0.416 -4.194 -2.537
C 0.606 4.542 -1.494
O 0.192 4.740 -0.119
H 1.582 5.029 -1.521
H 0.082 5.178 -2.156
H 0.524 3.561 -1.896
H 0.996 4.671 0.375
C -2.070 -4.383 0.862
O -3.308 -4.182 1.457
H -2.303 -4.573 -0.188
H -1.588 -5.264 1.174
H -1.336 -3.552 0.895
H -3.898 -4.758 1.052
C 1.112 -2.580 -4.016
O 2.436 -2.086 -4.239
H 0.755 -2.306 -3.014
H 1.165 -3.703 -4.052
H 0.315 -2.269 -4.720
H 2.387 -1.109 -4.153
C 3.110 -1.321 -1.053
O 3.309 -1.692 0.306
H 2.701 -0.372 -1.237
H 2.533 -1.945 -1.574
H 4.044 -1.355 -1.614
H 4.044 -1.190 0.691
C 1.906 0.578 3.324
O 3.101 1.371 3.167
H 0.937 1.077 3.356
H 1.912 0.107 4.334
H 1.649 -0.051 2.468
H 3.022 2.024 3.856
C 1.014 -4.304 -0.644
O 0.975 -4.903 -1.887
H 0.510 -3.378 -0.795
H 2.117 -4.113 -0.465
H 0.551 -4.887 0.181
H 1.644 -5.650 -1.947
C 2.205 -2.520 3.301
O 1.985 -3.334 2.176
H 2.947 -1.819 3.109
H 2.658 -2.998 4.239
H 1.279 -2.006 3.645
H 2.424 -2.987 1.425
C 2.579 4.432 1.886
O 2.869 5.326 0.822
H 3.114 4.674 2.761
H 2.610 3.377 1.582
H 1.548 4.498 2.101
H 3.521 5.111 0.188
*
```

Summary:
Gap between HOMO and LUMO = 7.78 eV



(2)
Entry from the Open Molecules 2025 dataset: a structure of composition C31H50AsN4O10PSTa (ωB97M-V with the def2-TZVPD basis set).

```
! RIJCOSX wB97M-V def2-TZVPD def2/J DEFGRID3
* xyz 1 1
Ta 0.078 -0.338 0.006
O 3.969 0.583 0.520
C 2.824 0.922 0.686
O 1.855 0.001 0.636
C 2.399 2.311 0.970
C 3.431 3.258 0.960
C 3.188 4.589 1.219
C 1.887 4.990 1.507
C 0.861 4.067 1.518
C 1.087 2.713 1.243
S -0.360 1.703 1.282
H 4.431 2.910 0.738
H 3.994 5.310 1.203
H 1.669 6.030 1.716
H -0.150 4.396 1.726
O -0.597 -2.330 -3.541
C -0.602 -1.578 -2.601
O 0.189 -1.673 -1.563
C -1.569 -0.377 -2.443
O -2.454 -0.128 -3.210
O -1.300 0.297 -1.347
C 5.866 -0.718 3.022
N 5.152 -1.816 2.406
C 5.879 -2.613 1.442
C 3.831 -1.956 2.543
O 3.142 -2.815 1.995
H 6.707 -1.092 3.609
H 5.194 -0.170 3.682
H 6.231 -0.031 2.258
H 6.787 -3.014 1.893
H 6.154 -2.001 0.578
H 5.246 -3.431 1.114
H 3.394 -1.243 3.259
C -1.522 4.017 -6.569
C -0.731 3.228 -5.573
C -0.589 3.672 -4.264
C 0.111 2.945 -3.317
C 0.229 3.493 -1.932
C 0.697 1.718 -3.716
C 1.252 0.797 -2.783
O 1.157 0.824 -1.541
C 0.604 1.272 -5.064
C 1.199 -0.020 -5.551
C -0.120 2.034 -5.958
H -1.856 4.965 -6.154
H -2.400 3.451 -6.888
H -0.926 4.218 -7.460
H -1.037 4.615 -3.974
H 0.065 4.570 -1.947
H 1.201 3.295 -1.487
H -0.523 3.036 -1.281
H 1.736 -0.089 -3.208
H 0.621 -0.882 -5.205
H 2.234 -0.155 -5.233
H 1.191 -0.032 -6.638
H -0.217 1.694 -6.982
C -5.564 -0.298 1.863
N -4.290 -0.317 1.161
C -4.395 -0.120 -0.280
P -2.883 -0.452 1.993
O -1.779 -0.590 0.958
N -2.848 0.807 3.041
C -3.415 2.109 2.712
C -1.944 0.857 4.185
N -2.829 -1.762 3.002
C -3.659 -1.850 4.200
C -2.555 -3.069 2.425
H -6.168 -1.171 1.601
H -6.130 0.598 1.591
H -5.421 -0.285 2.943
H -4.909 -0.963 -0.748
H -3.411 0.001 -0.720
H -4.971 0.786 -0.487
H -4.067 2.039 1.843
H -2.621 2.825 2.493
H -3.997 2.472 3.562
H -1.477 -0.112 4.347
H -2.506 1.135 5.080
H -1.160 1.597 4.014
H -3.850 -0.864 4.616
H -3.134 -2.444 4.951
H -4.618 -2.336 3.990
H -1.856 -2.953 1.607
H -3.471 -3.557 2.071
H -2.106 -3.706 3.189
C 0.928 -4.751 1.874
As 0.728 -3.668 0.306
C -0.718 -4.412 -0.728
C 2.323 -3.583 -0.749
O 0.214 -2.127 0.867
H 1.193 -5.755 1.539
H -0.022 -4.793 2.402
H 1.711 -4.333 2.495
H -0.636 -5.499 -0.682
H -0.653 -4.075 -1.759
H -1.667 -4.113 -0.291
H 3.010 -4.339 -0.376
H 2.777 -2.605 -0.615
H 2.061 -3.748 -1.791
*
```

Summary:
Gap between HOMO and LUMO = 7.33 eV



gap between HOMO and LUMO of number 2 (C31H50AsN4O10PSTa)? 7.33 eV



Copy entry 2 word for word.
Entry from the Open Molecules 2025 dataset: a structure of composition C31H50AsN4O10PSTa (ωB97M-V with the def2-TZVPD basis set).

```
! RIJCOSX wB97M-V def2-TZVPD def2/J DEFGRID3
* xyz 1 1
Ta 0.078 -0.338 0.006
O 3.969 0.583 0.520
C 2.824 0.922 0.686
O 1.855 0.001 0.636
C 2.399 2.311 0.970
C 3.431 3.258 0.960
C 3.188 4.589 1.219
C 1.887 4.990 1.507
C 0.861 4.067 1.518
C 1.087 2.713 1.243
S -0.360 1.703 1.282
H 4.431 2.910 0.738
H 3.994 5.310 1.203
H 1.669 6.030 1.716
H -0.150 4.396 1.726
O -0.597 -2.330 -3.541
C -0.602 -1.578 -2.601
O 0.189 -1.673 -1.563
C -1.569 -0.377 -2.443
O -2.454 -0.128 -3.210
O -1.300 0.297 -1.347
C 5.866 -0.718 3.022
N 5.152 -1.816 2.406
C 5.879 -2.613 1.442
C 3.831 -1.956 2.543
O 3.142 -2.815 1.995
H 6.707 -1.092 3.609
H 5.194 -0.170 3.682
H 6.231 -0.031 2.258
H 6.787 -3.014 1.893
H 6.154 -2.001 0.578
H 5.246 -3.431 1.114
H 3.394 -1.243 3.259
C -1.522 4.017 -6.569
C -0.731 3.228 -5.573
C -0.589 3.672 -4.264
C 0.111 2.945 -3.317
C 0.229 3.493 -1.932
C 0.697 1.718 -3.716
C 1.252 0.797 -2.783
O 1.157 0.824 -1.541
C 0.604 1.272 -5.064
C 1.199 -0.020 -5.551
C -0.120 2.034 -5.958
H -1.856 4.965 -6.154
H -2.400 3.451 -6.888
H -0.926 4.218 -7.460
H -1.037 4.615 -3.974
H 0.065 4.570 -1.947
H 1.201 3.295 -1.487
H -0.523 3.036 -1.281
H 1.736 -0.089 -3.208
H 0.621 -0.882 -5.205
H 2.234 -0.155 -5.233
H 1.191 -0.032 -6.638
H -0.217 1.694 -6.982
C -5.564 -0.298 1.863
N -4.290 -0.317 1.161
C -4.395 -0.120 -0.280
P -2.883 -0.452 1.993
O -1.779 -0.590 0.958
N -2.848 0.807 3.041
C -3.415 2.109 2.712
C -1.944 0.857 4.185
N -2.829 -1.762 3.002
C -3.659 -1.850 4.200
C -2.555 -3.069 2.425
H -6.168 -1.171 1.601
H -6.130 0.598 1.591
H -5.421 -0.285 2.943
H -4.909 -0.963 -0.748
H -3.411 0.001 -0.720
H -4.971 0.786 -0.487
H -4.067 2.039 1.843
H -2.621 2.825 2.493
H -3.997 2.472 3.562
H -1.477 -0.112 4.347
H -2.506 1.135 5.080
H -1.160 1.597 4.014
H -3.850 -0.864 4.616
H -3.134 -2.444 4.951
H -4.618 -2.336 3.990
H -1.856 -2.953 1.607
H -3.471 -3.557 2.071
H -2.106 -3.706 3.189
C 0.928 -4.751 1.874
As 0.728 -3.668 0.306
C -0.718 -4.412 -0.728
C 2.323 -3.583 -0.749
O 0.214 -2.127 0.867
H 1.193 -5.755 1.539
H -0.022 -4.793 2.402
H 1.711 -4.333 2.495
H -0.636 -5.499 -0.682
H -0.653 -4.075 -1.759
H -1.667 -4.113 -0.291
H 3.010 -4.339 -0.376
H 2.777 -2.605 -0.615
H 2.061 -3.748 -1.791
*
```

Summary:
Gap between HOMO and LUMO = 7.33 eV



Which of these has the highest gap between HOMO and LUMO? C19H72N14O17



gap between HOMO and LUMO of number 1 (C19H72N14O17)? 7.78 eV